[1]
Computed, not measured: a molecular structure, C34H35As2BrNO5RuSTe, with ωB97M-V with the def2-TZVPD basis set.

Cartesian coordinates (Å):
1 Ru 0.122 -0.336 -0.154
2 O -5.684 -2.115 1.892
3 C -4.490 -1.858 1.319
4 C -3.293 -2.408 1.756
5 C -2.132 -2.045 1.114
6 N -2.063 -1.212 0.057
7 C -3.236 -0.738 -0.358
8 Br -3.297 0.371 -1.877
9 C -4.461 -1.006 0.228
10 H -5.567 -2.715 2.637
11 H -3.249 -3.085 2.599
12 H -1.187 -2.443 1.450
13 H -5.369 -0.573 -0.160
14 C -1.722 3.165 -0.949
15 As -0.292 2.081 -0.189
16 C -0.239 2.916 1.570
17 C 1.263 2.976 -0.967
18 C 1.297 4.354 -1.168
19 C 2.438 4.966 -1.661
20 C 3.565 4.207 -1.945
21 C 3.543 2.839 -1.734
22 C 2.392 2.220 -1.250
23 As 2.309 0.295 -0.989
24 C 3.878 -0.048 0.088
25 C 2.968 -0.318 -2.717
26 H -1.575 4.208 -0.674
27 H -2.674 2.823 -0.551
28 H -1.734 3.062 -2.032
29 H -0.202 3.998 1.440
30 H 0.650 2.582 2.100
31 H -1.127 2.634 2.133
32 H 0.432 4.963 -0.937
33 H 2.451 6.037 -1.819
34 H 4.458 4.681 -2.331
35 H 4.428 2.253 -1.953
36 H 4.736 0.445 -0.366
37 H 4.035 -1.125 0.124
38 H 3.697 0.329 1.089
39 H 3.968 0.089 -2.864
40 H 2.322 0.017 -3.525
41 H 3.013 -1.406 -2.711
42 Te 1.261 -2.762 0.302
43 C 0.423 -4.034 -1.143
44 C -0.815 -4.612 -1.186
45 C -1.053 -5.351 -2.379
46 C 0.016 -5.338 -3.223
47 S 1.305 -4.426 -2.564
48 H -1.543 -4.504 -0.393
49 H -1.975 -5.872 -2.594
50 H 0.106 -5.821 -4.183
51 O 1.533 0.051 1.874
52 C 0.497 0.004 2.584
53 O -0.645 -0.081 2.065
54 C 0.623 0.073 4.071
55 C -0.505 0.285 4.849
56 C -0.423 0.383 6.240
57 C 0.825 0.247 6.793
58 O 1.178 0.318 8.112
59 C 2.567 -0.011 8.163
60 O 3.059 -0.045 6.827
61 C 1.953 0.028 6.018
62 C 1.893 -0.059 4.655
63 H -1.462 0.363 4.352
64 H -1.295 0.558 6.856
65 H 2.687 -0.996 8.623
66 H 3.096 0.759 8.723
67 H 2.767 -0.217 4.040
68 C -0.241 -1.275 -2.779
69 C -0.987 -0.657 -3.842
70 C -2.143 -1.268 -4.345
71 C -2.872 -0.685 -5.366
72 C -2.475 0.533 -5.905
73 C -1.327 1.152 -5.422
74 C -0.589 0.561 -4.412
75 H 0.760 -0.953 -2.583
76 H -0.584 -2.192 -2.327
77 H -2.457 -2.213 -3.917
78 H -3.761 -1.177 -5.741
79 H -3.052 0.994 -6.696
80 H -1.010 2.100 -5.837
81 H 0.295 1.060 -4.028

Summary:
* <S²>: 0.776
* Kohn-Sham gap (spin up / spin down): 6.19 / 6.08 eV
* spin multiplicity: 2
* energy relative to the best compared isomer or geometry (same formula, charge and spin): 37.7 kcal/mol
* HOMO (spin up / spin down): -6.660 / -6.512 eV
* net charge: 0
* lowest unoccupied orbital energy (spin up / spin down): -0.5 / -0.4 eV

[2]
Computed, not measured: a molecular structure, C34H35MnN7Sb, with ωB97M-V with the def2-TZVPD basis set.

Cartesian coordinates (Å):
1 Mn -1.466 0.128 -0.608
2 N -1.541 4.725 -0.457
3 C -1.374 3.462 -0.876
4 N -1.526 2.379 -0.138
5 C -1.752 2.565 1.207
6 N -2.049 1.574 1.987
7 N -2.084 0.411 1.322
8 C -2.590 -0.601 2.020
9 C -2.610 -1.870 1.354
10 C -2.912 -3.065 2.035
11 C -2.712 -4.275 1.385
12 C -2.231 -4.246 0.108
13 C -1.946 -3.049 -0.513
14 N -2.174 -1.855 0.051
15 C -1.763 3.910 1.757
16 C -1.819 4.110 3.168
17 C -1.949 5.395 3.638
18 C -1.930 6.494 2.785
19 C -1.829 6.336 1.424
20 C -1.702 5.023 0.923
21 H -1.476 5.504 -1.131
22 H -1.088 3.321 -1.928
23 H -3.056 -0.449 2.999
24 H -3.299 -3.007 3.055
25 H -2.923 -5.231 1.901
26 H -1.998 -5.183 -0.417
27 H -1.515 -3.028 -1.519
28 H -1.842 3.237 3.806
29 H -2.030 5.579 4.710
30 H -1.983 7.495 3.210
31 H -1.813 7.155 0.705
32 C 6.500 0.288 -0.140
33 C 5.939 0.122 1.124
34 C 4.558 0.044 1.286
35 C 3.728 0.124 0.158
36 C 4.313 0.253 -1.088
37 C 5.693 0.408 -1.229
38 Sb 1.501 -0.088 0.111
39 C 1.661 -1.971 -1.037
40 C 2.210 -3.067 -0.389
41 C 2.138 -4.327 -0.985
42 C 1.576 -4.474 -2.248
43 C 1.096 -3.364 -2.930
44 C 1.171 -2.103 -2.331
45 C 1.373 -0.734 2.232
46 C 1.543 0.265 3.168
47 C 1.151 0.079 4.492
48 C 0.617 -1.133 4.884
49 C 0.519 -2.156 3.960
50 C 0.911 -1.981 2.649
51 H 7.590 0.382 -0.219
52 H 6.607 0.030 1.982
53 H 4.106 -0.100 2.290
54 H 3.699 0.365 -2.013
55 H 6.121 0.594 -2.218
56 H 2.761 -2.925 0.551
57 H 2.579 -5.167 -0.443
58 H 1.500 -5.477 -2.718
59 H 0.766 -3.447 -3.975
60 H 0.838 -1.231 -2.870
61 H 1.980 1.232 2.892
62 H 1.257 0.856 5.251
63 H 0.348 -1.277 5.939
64 H 0.126 -3.135 4.264
65 H 0.815 -2.790 1.918
66 N -2.148 -0.210 -6.269
67 C -1.951 0.623 -5.054
68 C -1.887 -0.228 -3.770
69 N -1.911 0.698 -2.599
70 H -2.304 0.401 -7.100
71 H -2.984 -0.828 -6.192
72 H -1.351 -0.868 -6.407
73 H -2.805 1.320 -4.984
74 H -1.037 1.222 -5.202
75 H -1.005 -0.891 -3.717
76 H -2.780 -0.856 -3.727
77 H -2.857 1.082 -2.500
78 H -1.290 1.493 -2.757

Summary:
* <S²>: 8.758
* Kohn-Sham gap (spin up / spin down): 6.60 / 6.46 eV
* spin multiplicity: 6
* energy relative to the best compared isomer or geometry (same formula, charge and spin): 0.0 kcal/mol
* HOMO (spin up / spin down): -15.024 / -15.040 eV
* net charge: +3
* lowest unoccupied orbital energy (spin up / spin down): -8.4 / -8.6 eV